# 1
{
  "formula": "C20H60N4O11",
  "method": "ωB97M-V with the def2-TZVPD basis set",
  "fmax_ev_per_a": 17.908,
  "de_lowest_kj_mol": 235.6,
  "symbols": ["O", "O", "O", "O", "O", "O", "O", "O", "O", "O", "O", "N", "N", "N", "N", "C", "C", "C", "C", "C", "C", "C", "C", "C", "C", "C", "C", "C", "C", "C", "C", "C", "C", "C", "C", "H", "H", "H", "H", "H", "H", "H", "H", "H", "H", "H", "H", "H", "H", "H", "H", "H", "H", "H", "H", "H", "H", "H", "H", "H", "H", "H", "H", "H", "H", "H", "H", "H", "H", "H", "H", "H", "H", "H", "H", "H", "H", "H", "H", "H", "H", "H", "H", "H", "H", "H", "H", "H", "H", "H", "H", "H", "H", "H", "H"],
  "positions_angstrom": [[1.8531, 4.4283, -1.3861], [-1.3664, -2.2092, -1.2152], [-0.3897, -0.3054, 1.0144], [1.0790, -0.1504, -0.6057], [1.2144, 3.2744, 4.1631], [4.4274, -4.1597, -2.7938], [3.6417, -0.8481, 0.0832], [0.9899, -1.9419, 2.9540], [0.6477, 1.3235, -2.9253], [-6.1898, 0.7231, 1.2701], [-0.7025, 1.0396, -0.7172], [0.2165, -5.4326, 2.4621], [1.5724, -1.9780, -2.8628], [-3.1071, 2.2878, -0.0192], [-1.5917, 5.0844, -0.2425], [-5.2513, 1.2197, 0.3051], [0.2445, 2.8529, 3.2765], [2.0546, -3.1998, -3.1874], [0.2650, -3.1981, 3.0698], [0.4162, -0.9855, 3.9025], [0.7492, 4.3998, -0.3677], [3.9110, -1.0179, 1.4602], [0.0061, 0.2825, -0.0721], [2.9204, 3.4870, -0.8887], [5.7683, -4.0435, -2.1985], [-2.7552, -2.4472, -1.3924], [-3.8632, 1.5144, 0.9535], [-3.9449, 2.2065, 2.2166], [-7.5430, 0.5741, 0.7422], [0.8446, -4.1372, 2.1189], [-0.3973, 5.2953, -1.0918], [3.6396, -2.9655, -2.9097], [0.4493, -3.7908, 0.6484], [-0.0447, 6.7696, -1.1180], [2.0045, -3.6149, -4.6589], [2.3459, -4.5436, -4.9572], [0.2173, -0.6639, 1.3613], [-0.6117, -0.7436, 3.7679], [0.2190, 3.4049, -0.2291], [0.2833, -3.5247, 4.0436], [4.6951, -1.6561, 1.5983], [-2.1166, 2.1178, 0.0844], [-1.7282, 4.1714, -0.0693], [-5.5860, 2.2442, -0.1526], [5.8202, -3.8534, -1.1741], [-1.0269, -1.4490, -0.6758], [4.2273, -0.0715, 2.0828], [0.7900, -6.0763, 1.9770], [3.6996, -2.5243, -1.8143], [-3.6126, -1.9202, -1.3624], [1.2685, 4.1441, 3.8582], [6.1570, -5.0160, -2.2572], [0.5660, -2.6664, 0.3869], [0.5374, 1.8689, 2.9063], [1.7353, -3.7897, -2.3475], [1.9207, -4.2680, 2.2947], [-0.9227, 7.3171, -1.3371], [4.2915, -2.4474, -3.5926], [0.4926, -2.0567, -2.9025], [1.6434, -1.8075, -1.9110], [6.2847, -3.4854, -3.0080], [-4.6825, 3.1664, 2.2129], [-0.5853, -4.0153, 0.3182], [3.3600, 3.9376, -0.0468], [-7.7000, -0.2212, -0.0136], [-2.8072, -3.3365, -0.6986], [0.8666, -4.0608, -4.7496], [-7.9052, 1.5442, 0.3781], [0.2828, 1.3722, -1.9516], [1.7913, 1.3962, -2.8237], [1.1311, -4.5076, 0.0292], [1.0379, -0.0983, 3.7974], [-2.8298, -2.8649, -2.4518], [1.3373, 4.7526, 0.4626], [0.7132, 7.1091, -1.9356], [-0.7773, 2.6840, 3.7217], [-0.8719, -5.3324, 2.1385], [-4.2641, 1.5532, 2.8641], [2.2169, -2.7277, -5.2959], [0.2686, 3.6652, 2.6157], [3.0300, -1.6710, 1.7837], [2.5752, 2.4088, -0.6959], [-5.4726, 0.5127, -0.4608], [-3.0988, 1.5278, -0.7055], [-3.2084, 0.7173, 1.1136], [-0.6858, -2.9823, 2.8492], [-0.8042, 5.0639, -2.1358], [-2.8567, 2.4122, 2.4676], [0.0997, 7.0277, 0.0018], [0.3094, 0.6219, -3.6329], [-2.4978, 5.5375, -0.7078], [2.8336, -0.5077, -0.0202], [3.8078, 3.5056, -1.4115], [0.3086, -1.4170, 4.9749], [-8.2810, 0.1843, 1.4498]],
  "atomic_forces_ev_per_a": [[0.62, -3.06, 1.16], [1.05, 2.51, -0.13], [-14.75, 8.25, -5.54], [0.31, 0.38, 1.28], [0.74, -1.13, 2.04], [-0.24, -1.67, 1.01], [6.07, -1.42, 0.44], [-1.48, 0.62, 1.46], [4.24, 0.00, -1.67], [-1.49, 0.02, 0.49], [-1.73, 2.45, -0.66], [-2.90, 1.60, 0.08], [-5.60, 4.02, -2.43], [-0.32, -0.67, -2.07], [-1.16, 5.88, -1.46], [-1.53, 1.79, 0.55], [-1.48, -2.05, 0.60], [6.46, -2.23, -0.50], [3.54, 2.36, -0.70], [1.09, -1.51, 1.13], [-0.54, 0.23, -4.40], [-2.84, 0.89, 0.63], [3.67, -1.87, -3.19], [-3.13, 0.09, 0.23], [-2.02, 0.05, -4.03], [3.15, -5.95, -0.99], [-0.96, 0.38, -1.95], [0.93, 5.72, -1.33], [0.42, -0.06, -0.03], [-1.51, -1.26, -1.13], [-0.72, -0.22, 0.68], [0.87, -0.91, 4.00], [1.99, 0.35, -1.06], [1.24, 0.37, 1.05], [-5.70, 0.52, 1.18], [2.33, -1.45, -0.21], [13.61, -8.54, 7.91], [-1.01, 0.26, -1.18], [1.33, 0.68, 0.00], [0.46, -0.95, 2.44], [2.49, -1.66, -0.16], [0.51, 0.51, 1.24], [-1.13, -3.77, 0.46], [0.40, -1.40, 0.97], [-0.17, 1.59, 1.53], [-1.40, -1.10, -0.70], [-1.31, -1.43, -1.17], [-0.49, -1.47, -0.82], [-0.19, -0.02, -2.22], [-2.04, 3.46, 1.08], [1.13, 2.25, 0.50], [0.46, -1.60, -0.37], [0.46, -2.02, 0.26], [-0.05, 0.22, -0.72], [-0.02, -2.12, -0.54], [-0.18, 0.34, -0.34], [-1.19, 0.58, -0.50], [-0.91, 1.52, -0.76], [1.84, 0.38, -0.22], [0.76, 0.60, 2.24], [0.53, 0.49, 1.45], [2.07, -2.08, 0.00], [0.42, -0.11, 0.86], [-0.23, 0.27, 2.22], [0.99, 0.53, -0.41], [-1.26, 0.64, -0.78], [1.74, 1.98, -0.47], [0.08, -0.23, -0.12], [-1.23, -1.20, 0.15], [-4.86, -0.87, -0.65], [-1.10, 1.69, 0.47], [-0.06, -0.05, 0.56], [0.22, 0.23, 1.19], [-1.13, 0.54, 1.07], [-0.84, -0.82, 2.01], [0.81, 0.52, -0.19], [3.76, -1.11, 0.65], [-2.04, -3.22, 4.08], [-0.27, -0.95, 0.25], [-1.19, 0.22, -2.30], [0.95, 1.58, 0.83], [0.26, 1.59, -0.19], [1.55, -0.65, -1.42], [-0.41, 0.80, -1.41], [0.16, -2.47, 0.54], [-4.07, 0.57, -1.09], [1.89, -0.74, 0.86], [-1.40, 0.52, 0.05], [0.69, 0.07, -1.91], [1.29, 1.54, 2.69], [2.68, -1.63, 1.43], [-5.22, 2.04, -0.61], [1.34, -0.13, -2.71], [1.17, 0.60, -1.46], [0.71, 0.54, 0.91]]
}

# 2
{
  "formula": "C25H43NO11S",
  "method": "ωB97M-V with the def2-TZVPD basis set",
  "fmax_ev_per_a": 10.229,
  "energy_ev": -61449.8501,
  "smiles": "C#C[C@@]1(COCCC)OS(=O)(=O)O[C@H]1c1cccnc1.COCCOCCOC.COCCOCCOC",
  "symbols": ["S", "O", "O", "O", "O", "O", "O", "O", "O", "O", "O", "O", "N", "C", "C", "C", "C", "C", "C", "C", "C", "C", "C", "C", "C", "C", "C", "C", "C", "C", "C", "C", "C", "C", "C", "C", "C", "C", "H", "H", "H", "H", "H", "H", "H", "H", "H", "H", "H", "H", "H", "H", "H", "H", "H", "H", "H", "H", "H", "H", "H", "H", "H", "H", "H", "H", "H", "H", "H", "H", "H", "H", "H", "H", "H", "H", "H", "H", "H", "H", "H"],
  "positions_angstrom": [[1.9078, 2.1179, 0.9846], [1.7387, 3.0836, 2.2217], [-0.1772, -1.7687, 3.7320], [1.4820, 0.6411, 1.2803], [-2.9382, -0.3839, 3.4621], [-1.7315, -2.5866, -2.3455], [3.5995, 2.3569, 0.6598], [0.3183, 3.6906, -2.6464], [-3.0101, -5.7103, -2.5939], [0.0404, -5.1228, -2.5506], [-2.6761, -2.1924, 5.9747], [1.1676, 2.8665, -0.3863], [6.3405, 4.7885, -3.2010], [2.3379, 3.0494, -1.3081], [6.0117, 4.7589, 0.2065], [-0.5572, -2.7957, -3.1324], [-3.2611, -1.7681, 3.6555], [2.3505, 0.1972, -2.5132], [1.7075, 4.1758, -2.3553], [-1.9721, -6.3978, -1.8944], [2.4061, 1.5191, -1.9795], [-2.0389, 4.0414, -0.8566], [0.6824, -2.3992, 2.7965], [-1.2313, 5.3197, -1.5187], [-3.0711, -1.9934, 7.3224], [7.2709, 5.3960, -0.6032], [5.2090, 4.2243, -2.4154], [-3.7884, -6.5846, -3.3950], [4.9167, 4.1639, -0.8409], [7.2900, 5.3608, -2.2063], [-0.8696, -5.4201, -1.4824], [-0.5684, 4.8359, -2.9617], [-0.4672, -4.2579, -3.5758], [-1.7303, 0.0655, 4.0912], [-3.7710, -2.0690, 5.0663], [3.5189, 3.4985, -0.2672], [-0.4681, -0.4167, 3.3722], [-1.6465, -1.4104, -1.5576], [-0.6302, -2.1489, -4.0135], [0.8590, -3.4256, 3.1301], [-1.7207, -0.1876, 5.1531], [1.9333, -0.9058, -2.6949], [-3.1753, 4.3435, -0.7268], [-1.5312, -0.5290, -2.1942], [-0.2606, -5.9011, -0.7102], [-4.3099, -3.0222, 5.0674], [0.2610, -4.3189, -4.3924], [0.3858, 0.1978, 3.6780], [-0.8102, -1.4836, -0.8550], [-4.4455, -1.2656, 5.3906], [-1.9096, 6.2656, -1.6737], [-4.5621, -5.9957, -3.8942], [8.2375, 5.8881, -2.7116], [8.1657, 5.8836, -0.0089], [-3.1627, -7.0506, -4.1631], [0.0790, 5.6828, -3.4448], [-3.8214, -2.7317, 7.6160], [2.2523, 4.1966, -3.3987], [-1.5441, -7.1861, -2.5277], [3.0681, 4.3947, 0.3580], [0.3382, -2.5301, -2.5597], [-1.5386, 3.7183, 0.1570], [-1.7595, 1.1589, 4.0256], [-2.0438, 3.0769, -1.5457], [-1.4185, 4.5213, -3.7329], [-1.2732, -4.5071, -1.0428], [-4.2649, -7.3500, -2.7772], [0.2093, -2.4348, 1.8101], [-2.4179, -6.8476, -1.0011], [-2.1899, -2.1069, 7.9589], [4.3622, 3.7265, -3.0981], [-3.4623, -0.9795, 7.4555], [-2.4256, -2.4106, 3.3747], [-2.5714, -1.3150, -0.9821], [5.9031, 4.7434, 1.3712], [-4.0718, -1.9764, 2.9499], [-0.6077, -0.3316, 2.2889], [-1.4160, -4.6273, -3.9697], [1.6292, 5.2231, -1.8333], [-0.3012, 5.5484, -0.8108], [1.6397, -1.8741, 2.7396]],
  "atomic_forces_ev_per_a": [[-1.52, -0.40, 6.70], [0.15, -3.62, -5.27], [-0.12, -0.09, -0.29], [2.16, 6.09, -2.33], [0.19, -0.35, 0.25], [0.40, -0.05, 0.09], [-2.42, 0.26, -1.60], [1.14, 1.91, -0.23], [0.14, -0.18, -0.23], [-0.45, 0.22, -0.02], [-0.16, 0.25, 0.12], [3.18, -1.51, 1.83], [-0.84, 0.17, 8.06], [-1.31, -0.79, -1.49], [0.60, 0.25, -5.73], [-0.87, -0.34, -0.03], [-0.27, 0.40, 0.16], [-0.67, 9.18, 4.47], [-0.87, -0.80, -0.39], [-0.20, 0.64, -0.01], [-0.25, -8.43, -3.52], [-0.49, -0.04, -0.26], [-0.18, 0.07, 0.38], [0.87, -0.99, -0.49], [0.27, -0.06, -0.37], [-3.16, -1.66, -1.06], [0.16, -0.02, 0.87], [0.15, 0.37, 0.17], [2.97, 0.48, -0.56], [-0.38, -0.24, 0.74], [0.14, -0.36, -0.26], [-0.46, 0.69, 0.70], [0.41, 0.12, 0.28], [0.07, 0.00, -0.47], [0.66, -0.14, -0.09], [0.15, 2.17, -0.79], [-0.18, -0.29, 0.67], [-0.18, -0.26, -0.10], [0.21, 0.05, -0.12], [-0.07, 0.18, 0.06], [0.14, -0.21, -0.08], [1.31, 3.10, 0.42], [2.41, -0.69, 0.07], [0.10, 0.13, 0.06], [0.00, -0.04, -0.17], [-0.23, 0.01, -0.09], [0.02, 0.02, 0.18], [-0.05, 0.19, -0.16], [0.09, 0.15, -0.01], [0.02, -0.04, -0.08], [1.41, -1.87, 0.42], [0.12, -0.01, 0.17], [-2.32, -1.35, 1.27], [-2.06, -1.11, -1.53], [-0.03, -0.16, 0.01], [-1.30, -1.41, 0.80], [-0.12, 0.03, 0.12], [-0.71, 0.10, 2.34], [0.03, 0.05, 0.08], [0.57, -1.77, -1.30], [0.06, -0.07, 0.06], [-1.24, 0.76, -1.97], [-0.02, -0.14, -0.13], [0.23, 2.16, 1.28], [2.01, 0.36, 1.75], [-0.23, -0.03, -0.16], [-0.03, -0.15, -0.06], [0.11, 0.07, -0.13], [0.14, -0.18, 0.10], [-0.08, -0.05, -0.18], [2.15, 1.17, 1.67], [-0.14, -0.02, 0.08], [0.08, -0.01, 0.27], [0.11, -0.08, -0.17], [0.21, 0.00, -2.57], [-0.01, 0.13, 0.10], [-0.02, 0.05, 0.05], [-0.11, 0.20, 0.18], [0.53, -2.02, -0.91], [-2.14, -0.14, -1.48], [0.05, 0.01, -0.17]]
}

# 3
{
  "formula": "C3H9FNPS",
  "method": "ωB97M-V with the def2-TZVPD basis set",
  "fmax_ev_per_a": 3.903,
  "smiles": "CN(C)[P@](C)(F)=S",
  "de_lowest_kj_mol": 0.0,
  "symbols": ["S", "P", "F", "N", "C", "C", "C", "H", "H", "H", "H", "H", "H", "H", "H", "H"],
  "positions_angstrom": [[-2.9454, 0.4948, 0.1435], [-1.0801, -0.5308, -0.2150], [-1.0734, -1.5709, -1.4565], [0.1710, 0.4971, -0.5024], [1.5431, -0.0049, -0.5566], [-0.1004, 1.9277, -0.1915], [-0.5419, -1.7158, 1.0693], [0.2749, 2.3673, 0.7447], [2.1296, -0.0868, 0.4438], [1.5535, -1.0125, -0.9387], [0.4944, -1.5308, 1.0897], [0.2905, 2.5466, -0.9072], [2.2728, 0.5948, -1.0814], [-1.0718, -1.2306, 1.8864], [-0.7629, -2.6902, 0.7026], [-1.1539, 1.9450, -0.2307]],
  "atomic_forces_ev_per_a": [[3.13, -2.22, -0.71], [-2.86, 0.22, 0.01], [-0.05, 1.04, 0.47], [0.75, 1.01, 0.61], [1.12, -0.35, 2.07], [0.36, -1.48, 1.06], [-1.23, 2.18, -1.20], [-0.07, -0.96, 0.25], [-1.50, 0.17, -0.85], [0.00, -0.24, -0.45], [1.35, -0.14, 0.56], [0.99, 1.30, -2.28], [-0.53, 0.45, -0.89], [0.10, -1.04, 0.67], [-0.50, -0.81, 0.50], [-1.06, 0.86, 0.19]]
}